1.
C31H35AsKN10O7 | ωB97M-V/def2-TZVPD

Geometry as ORCA input:
```
! RIJCOSX wB97M-V def2-TZVPD def2/J DEFGRID3
* xyz -1 1
K 0.34 -0.95 0.32
N -0.59 2.89 3.18
C -0.24 2.13 2.12
N -0.83 2.09 0.98
C -1.98 2.86 0.81
N -2.73 2.78 -0.23
N -2.49 1.70 -1.08
C -1.60 1.82 -1.98
C -1.30 0.69 -2.89
C -0.20 0.80 -3.74
C 0.10 -0.26 -4.59
C -0.70 -1.38 -4.55
C -1.77 -1.40 -3.67
N -2.08 -0.40 -2.86
C -2.40 3.76 1.90
C -3.52 4.59 1.80
C -3.93 5.35 2.88
C -3.22 5.29 4.08
C -2.12 4.47 4.20
C -1.70 3.72 3.10
H -0.18 2.70 4.08
H 0.63 1.50 2.28
H -0.99 2.72 -2.07
H 0.41 1.69 -3.73
H 0.95 -0.21 -5.25
H -0.50 -2.24 -5.18
H -2.41 -2.27 -3.61
H -4.07 4.60 0.87
H -4.80 5.98 2.80
H -3.55 5.87 4.93
H -1.57 4.39 5.14
O 1.26 -3.41 1.58
C 1.88 -2.38 1.89
O 2.49 -1.61 1.10
C 1.77 -1.85 3.32
C 2.72 -2.07 4.27
C 2.63 -1.44 5.53
C 1.61 -0.57 5.83
C 0.63 -0.38 4.87
C 0.65 -0.96 3.56
O -0.18 -0.69 2.66
N -0.42 0.57 5.19
O -0.10 1.58 5.84
O -1.55 0.36 4.83
N 3.65 -1.68 6.52
O 4.57 -2.44 6.24
O 3.56 -1.13 7.61
H 3.56 -2.72 4.07
H 1.57 -0.06 6.78
C -3.79 0.21 1.87
As -2.73 -0.93 0.68
C -4.21 -1.59 -0.43
C -2.62 -2.48 1.91
H -4.56 -0.38 2.36
H -4.23 1.01 1.29
H -3.12 0.63 2.63
H -5.04 -1.93 0.19
H -3.87 -2.41 -1.06
H -4.53 -0.78 -1.08
H -3.54 -3.07 1.87
H -2.48 -2.08 2.92
H -1.76 -3.10 1.69
C -0.88 -6.00 -1.38
C -1.38 -4.77 -0.64
N -1.09 -3.61 -1.47
C 0.21 -3.41 -1.91
N 0.63 -2.21 -2.04
C 1.97 -1.96 -2.53
C 2.52 -3.11 -3.36
C 2.32 -4.38 -2.56
N 0.91 -4.55 -2.26
C 0.61 -5.82 -1.61
H -1.40 -6.10 -2.33
H -1.05 -6.90 -0.79
H -0.89 -4.70 0.33
H -2.46 -4.81 -0.48
H -1.48 -2.74 -1.12
H 2.63 -1.79 -1.67
H 1.96 -1.03 -3.11
H 3.58 -2.96 -3.58
H 1.98 -3.18 -4.31
H 2.91 -4.33 -1.63
H 2.65 -5.26 -3.12
H 1.15 -5.88 -0.65
H 1.00 -6.62 -2.25
*
```

Output
Total energy ... -139110.99506 eV
LUMO ... 2.116 eV
HOMO ... -5.13 eV
Kohn-Sham gap ... 7.25 eV
ΔE to the lowest compared entry with this formula, charge and spin ... 0.727 eV

2.
C6H15NO3 | ωB97M-V/def2-TZVPD

Geometry as ORCA input:
```
! RIJCOSX wB97M-V def2-TZVPD def2/J DEFGRID3
* xyz 0 1
C -0.43 1.10 -0.72
C 0.19 -0.61 1.08
C 0.66 1.82 -1.51
C 0.12 -2.15 -0.33
C 1.33 -1.16 1.92
C -1.18 -0.71 1.71
N 0.04 2.43 -2.69
O 0.52 0.53 0.53
O -1.01 0.05 -1.25
O -1.29 2.02 -0.17
H -0.39 -0.92 -0.93
H -2.12 1.57 0.00
H 0.75 2.82 -3.30
H -0.56 3.19 -2.40
H 1.16 2.51 -0.83
H 1.38 1.07 -1.84
H 2.26 -1.15 1.35
H -1.26 0.06 2.49
H -0.54 -2.50 -1.14
H -0.07 -2.88 0.45
H 1.17 -2.19 -0.62
H 1.12 -2.17 2.27
H 1.45 -0.51 2.78
H -1.34 -1.69 2.17
H -1.98 -0.53 0.99
*
```

Output
Total energy ... -14095.34326 eV
LUMO ... 0.756 eV
HOMO ... -9.09 eV
Kohn-Sham gap ... 9.84 eV
ΔE to the lowest compared entry with this formula, charge and spin ... 3.425 eV

3.
C30H28BF4I2N8O3Sn | ωB97M-V/def2-TZVPD

Geometry as ORCA input:
```
! RIJCOSX wB97M-V def2-TZVPD def2/J DEFGRID3
* xyz -1 1
Sn -0.03 -0.79 0.00
N 0.91 0.60 -4.52
C 1.04 -0.15 -3.41
N 1.67 0.21 -2.34
C 2.19 1.48 -2.28
N 2.76 1.99 -1.22
N 2.63 1.21 -0.10
C 3.35 1.59 0.88
C 3.17 0.99 2.21
C 3.58 1.70 3.34
C 3.33 1.19 4.60
C 2.68 -0.03 4.70
C 2.33 -0.68 3.53
N 2.57 -0.20 2.31
C 2.11 2.35 -3.46
C 2.63 3.65 -3.49
C 2.47 4.45 -4.60
C 1.76 3.97 -5.70
C 1.23 2.69 -5.70
C 1.42 1.89 -4.57
H 0.25 0.30 -5.22
H 0.56 -1.12 -3.45
H 4.02 2.44 0.79
H 4.07 2.66 3.21
H 3.63 1.74 5.48
H 2.44 -0.47 5.66
H 1.82 -1.64 3.57
H 3.16 4.00 -2.61
H 2.87 5.45 -4.61
H 1.61 4.60 -6.57
H 0.67 2.32 -6.54
I -6.27 -3.95 3.85
C -4.43 -3.41 3.01
C -3.26 -3.64 3.72
C -2.06 -3.27 3.15
I -0.29 -3.69 4.18
C -1.95 -2.65 1.88
O -0.79 -2.32 1.41
C -3.17 -2.46 1.18
C -3.16 -1.92 -0.22
N -2.53 -0.59 -0.30
C -3.30 0.45 0.41
C -2.42 1.50 1.04
C -2.57 2.85 0.74
C -1.73 3.76 1.35
C -0.78 3.30 2.24
C -0.70 1.94 2.48
N -1.51 1.05 1.90
C -4.38 -2.83 1.75
H -3.28 -4.11 4.69
H -4.19 -1.89 -0.60
H -2.58 -2.57 -0.88
H -2.46 -0.31 -1.28
H -3.87 -0.02 1.21
H -4.00 0.93 -0.28
H -3.29 3.15 -0.01
H -1.81 4.82 1.12
H -0.09 3.98 2.73
H 0.04 1.54 3.16
H -5.29 -2.67 1.20
N 1.77 -2.51 0.42
C 2.00 -3.65 -0.48
C 0.67 -4.16 -1.03
C 0.14 -3.18 -2.07
O 0.32 -3.41 -3.26
O -0.47 -2.12 -1.64
H 2.60 -1.96 0.60
H 1.39 -2.82 1.31
H 2.52 -4.47 0.04
H 2.64 -3.32 -1.30
H -0.04 -4.27 -0.21
H 0.82 -5.12 -1.52
F -3.20 1.94 -2.29
B -1.88 1.86 -2.78
F -1.01 1.66 -1.68
F -1.79 0.74 -3.64
F -1.53 3.02 -3.46
*
```

Output
Total energy ... -83218.74706 eV
LUMO ... 2.045 eV
HOMO ... -4.98 eV
Kohn-Sham gap ... 7.03 eV
ΔE to the lowest compared entry with this formula, charge and spin ... 0.099 eV

4.
C28H27BO4PPtSTe | ωB97M-V/def2-TZVPD

Geometry as ORCA input:
```
! RIJCOSX wB97M-V def2-TZVPD def2/J DEFGRID3
* xyz 1 5
Pt -0.95 -1.17 0.89
O -5.16 -0.86 1.63
C -3.93 -0.65 1.46
O -3.06 -1.58 1.47
C -3.51 0.79 1.24
P -1.89 1.01 0.39
C -1.74 2.81 0.35
C -2.61 3.55 -0.45
C -2.52 4.93 -0.45
C -1.56 5.57 0.33
C -0.69 4.84 1.11
C -0.77 3.45 1.12
C -2.08 0.50 -1.34
C -2.76 -0.68 -1.68
C -2.70 -1.16 -2.98
C -1.96 -0.50 -3.94
C -1.28 0.67 -3.61
C -1.33 1.16 -2.32
H -3.37 1.23 2.23
H -4.30 1.34 0.75
H -3.36 3.06 -1.06
H -3.20 5.51 -1.06
H -1.50 6.66 0.31
H 0.05 5.34 1.72
H -0.09 2.87 1.72
H -3.38 -1.19 -0.96
H -3.25 -2.07 -3.24
H -1.90 -0.90 -4.95
H -0.71 1.20 -4.36
H -0.78 2.06 -2.07
C 7.73 -1.50 1.55
C 7.00 -1.61 0.21
C 7.02 -3.08 -0.23
C 7.75 -0.79 -0.85
C 5.57 -1.08 0.38
C 5.38 0.28 0.65
C 4.12 0.83 0.86
C 3.05 -0.03 0.81
O 1.70 0.23 0.99
B 1.06 -1.00 0.81
O 1.99 -1.99 0.55
C 3.22 -1.37 0.55
C 4.46 -1.92 0.33
H 8.75 -1.87 1.46
H 7.22 -2.08 2.32
H 7.78 -0.46 1.89
H 8.05 -3.40 -0.38
H 6.48 -3.23 -1.17
H 6.58 -3.73 0.53
H 8.75 -1.20 -0.99
H 7.86 0.25 -0.55
H 7.23 -0.82 -1.81
H 6.24 0.93 0.70
H 3.99 1.89 1.06
H 4.55 -2.98 0.11
Te -5.60 -3.33 1.08
C -7.48 -2.60 0.85
C -8.07 -1.56 1.55
C -9.40 -1.33 1.14
C -9.79 -2.17 0.13
S -8.57 -3.27 -0.31
H -7.56 -1.01 2.33
H -10.04 -0.57 1.56
H -10.74 -2.19 -0.38
*
```

Output
Total energy ... -68998.04156 eV
LUMO (alpha / beta) ... -2.137 / -5.666 eV
HOMO (alpha / beta) ... -10.30 / -10.30 eV
Kohn-Sham gap (alpha / beta) ... 8.17 / 4.64 eV
ΔE to the lowest compared entry with this formula, charge and spin ... 0.000 eV

5.
C2H2Cl3OP | ωB97M-V/def2-TZVPD

Geometry as ORCA input:
```
! RIJCOSX wB97M-V def2-TZVPD def2/J DEFGRID3
* xyz 0 1
C -0.05 -0.19 0.64
C 0.61 -1.01 -0.44
O -0.45 2.01 -1.00
P -0.81 1.25 0.21
Cl -0.60 -1.02 2.08
Cl -0.46 -1.50 -1.69
Cl 1.79 0.03 -1.22
H -1.14 2.23 1.35
H 1.09 -1.78 0.07
*
```

Output
Total energy ... -51007.96286 eV
LUMO ... -1.237 eV
HOMO ... -9.30 eV
Kohn-Sham gap ... 8.06 eV
ΔE to the lowest compared entry with this formula, charge and spin ... 3.536 eV

6.
C4H12 | ωB97M-V/def2-TZVPD

Geometry as ORCA input:
```
! RIJCOSX wB97M-V def2-TZVPD def2/J DEFGRID3
* xyz 0 1
C -0.88 -0.60 -1.97
C 0.26 -1.45 -1.33
H -1.84 -1.10 -2.11
H -0.95 0.34 -1.42
H -0.59 -0.27 -2.97
H -0.02 -2.50 -1.29
H 0.29 -1.01 -0.34
H 1.22 -1.34 -1.83
C 1.05 0.82 1.56
C -0.45 1.10 1.76
H 1.63 1.05 2.45
H 1.31 -0.15 1.17
H 1.45 1.55 0.86
H -1.06 0.27 1.42
H -0.71 1.99 1.25
H -0.71 1.31 2.80
*
```

Output
Total energy ... -4342.06058 eV
LUMO ... 1.207 eV
HOMO ... -11.59 eV
Kohn-Sham gap ... 12.80 eV
ΔE to the lowest compared entry with this formula, charge and spin ... 0.468 eV
SMILES ... CC.CC

7.
C22H17Cl2N4O2S2Tc | ωB97M-V/def2-TZVPD

Geometry as ORCA input:
```
! RIJCOSX wB97M-V def2-TZVPD def2/J DEFGRID3
* xyz -1 4
Tc -0.11 -0.50 0.02
Cl -6.29 -3.51 0.91
C -5.02 -2.56 0.21
C -3.98 -2.14 1.04
C -2.97 -1.37 0.49
N -1.86 -0.73 0.91
C -1.88 -0.48 2.24
O -2.81 -0.14 2.98
C -0.57 -0.69 2.87
C -0.41 -0.62 4.25
C 0.84 -0.90 4.80
C 1.88 -1.25 3.95
C 1.63 -1.29 2.59
N 0.43 -1.03 2.03
C -2.97 -1.03 -0.82
C -3.98 -1.43 -1.68
C -5.02 -2.20 -1.15
Cl -6.29 -2.69 -2.23
N -1.86 -0.27 -0.88
C -1.88 0.60 -1.91
O -2.81 1.26 -2.39
C -0.57 0.73 -2.56
C -0.41 1.47 -3.73
C 0.84 1.49 -4.35
C 1.88 0.77 -3.78
C 1.63 0.06 -2.61
N 0.43 0.03 -2.00
H -3.97 -2.37 2.10
H -1.26 -0.36 4.87
H 0.98 -0.86 5.87
H 2.86 -1.48 4.33
H 2.40 -1.56 1.87
H -3.96 -1.11 -2.71
H -1.26 1.99 -4.15
H 0.98 2.05 -5.27
H 2.86 0.75 -4.23
H 2.40 -0.52 -2.11
C 4.66 1.01 0.02
C 3.17 1.06 0.02
S 2.19 -0.36 0.02
C 2.39 2.14 0.02
C 2.78 3.58 0.02
S 0.73 1.65 0.02
H 5.05 -0.02 0.02
H 5.06 1.51 0.91
H 5.06 1.51 -0.87
H 3.87 3.70 0.02
H 2.39 4.09 0.91
H 2.39 4.09 -0.87
H 0.40 -2.09 0.02
*
```

Output
Total energy ... -82055.67962 eV
LUMO (alpha / beta) ... 2.571 / 2.389 eV
HOMO (alpha / beta) ... -2.32 / -4.11 eV
Kohn-Sham gap (alpha / beta) ... 4.89 / 6.49 eV

8.
C6H12O3 | ωB97M-V/def2-TZVPD

Geometry as ORCA input:
```
! RIJCOSX wB97M-V def2-TZVPD def2/J DEFGRID3
* xyz 0 1
C -0.49 -2.05 -0.73
C 0.44 -2.65 0.28
C 1.50 -2.02 0.75
O -1.70 -1.57 -0.12
H -2.10 -2.28 0.40
H -0.75 -2.79 -1.51
H -0.05 -1.17 -1.20
H 0.17 -3.64 0.65
H 1.75 -1.03 0.42
H 2.14 -2.47 1.50
C 1.00 1.91 -1.17
C -0.76 1.63 0.66
C -0.84 2.93 0.77
O 0.31 1.04 -0.39
O -1.24 0.63 1.38
H -1.32 -0.18 0.81
H 1.92 1.48 -1.56
H 1.24 2.91 -0.52
H 0.40 2.40 -1.94
H 0.05 3.50 0.23
H -1.63 3.44 1.28
*
```

Output
Total energy ... -12555.73119 eV
LUMO ... 0.745 eV
HOMO ... -8.84 eV
Kohn-Sham gap ... 9.59 eV
ΔE to the lowest compared entry with this formula, charge and spin ... 4.118 eV
SMILES ... C=C(O)OC.C=CCO

9.
C7H12O | ωB97M-V/def2-TZVPD

Geometry as ORCA input:
```
! RIJCOSX wB97M-V def2-TZVPD def2/J DEFGRID3
* xyz 0 1
O -1.60 -1.87 1.12
C -0.58 -2.81 0.69
C 0.28 -2.17 -0.32
C 0.23 -0.73 -0.72
C 0.74 0.09 0.51
C -0.39 3.58 -0.66
C -0.16 2.26 -0.45
C 0.88 1.58 0.21
H -1.17 -3.71 0.43
H 0.89 -2.93 -0.88
H 0.07 -3.08 1.57
H -0.68 -0.28 -1.15
H 0.96 -0.57 -1.53
H 1.76 -0.21 0.75
H 0.16 -0.21 1.40
H -1.35 -1.04 0.74
H 0.40 4.27 -0.29
H -1.09 3.98 -1.40
H -1.03 1.63 -0.65
H 1.69 2.20 0.64
*
```

Output
Total energy ... -9494.64167 eV
LUMO ... -1.973 eV
HOMO ... -5.95 eV
Kohn-Sham gap ... 3.98 eV
ΔE to the lowest compared entry with this formula, charge and spin ... 6.177 eV

10.
C5H14 | ωB97M-V/def2-TZVPD

Geometry as ORCA input:
```
! RIJCOSX wB97M-V def2-TZVPD def2/J DEFGRID3
* xyz 1 2
C 1.16 0.95 0.00
C 2.05 1.34 1.11
C 0.22 2.08 -0.48
H 1.78 0.60 -0.86
H 0.53 0.14 0.39
H 2.96 1.91 0.88
H -0.48 2.41 0.37
H 0.57 3.00 -0.96
H 2.43 0.48 1.75
H 1.29 2.00 1.74
H -0.31 1.70 -1.36
C -1.53 -2.32 -1.07
C -1.52 -1.90 0.45
H -0.57 -2.04 -1.64
H -1.77 -3.31 -1.26
H -2.24 -1.69 -1.61
H -2.02 -0.92 0.52
H -0.52 -1.76 0.92
H -2.05 -2.69 1.11
*
```

Output
Total energy ... -5399.68600 eV
LUMO (alpha / beta) ... -3.095 / -11.364 eV
HOMO (alpha / beta) ... -14.99 / -14.74 eV
Kohn-Sham gap (alpha / beta) ... 11.89 / 3.38 eV
ΔE to the lowest compared entry with this formula, charge and spin ... 1.419 eV

11.
C25H27N5O4P2PtSSe | ωB97M-V/def2-TZVPD

Geometry as ORCA input:
```
! RIJCOSX wB97M-V def2-TZVPD def2/J DEFGRID3
* xyz 2 1
Pt 0.80 -0.43 0.09
S -2.91 2.42 6.00
N -1.67 3.02 5.17
C -1.44 2.18 4.17
C -0.40 2.33 3.18
C 0.51 3.38 3.17
C 1.51 3.39 2.22
C 1.57 2.36 1.30
N 0.69 1.36 1.28
C -0.28 1.32 2.21
C -1.20 0.20 2.18
N -1.05 -0.71 1.19
C -1.92 -1.70 1.08
C -2.97 -1.88 1.96
C -3.12 -0.99 3.01
C -2.23 0.07 3.12
C -2.33 1.08 4.15
N -3.21 1.10 5.13
H 0.44 4.15 3.93
H 2.25 4.17 2.19
H 2.36 2.33 0.56
H -1.79 -2.38 0.25
H -3.65 -2.71 1.83
H -3.91 -1.10 3.74
C -0.06 -2.69 -2.38
P 1.02 -2.49 -0.93
C 0.77 -3.90 0.15
C 2.70 -2.61 -1.60
C 3.05 -1.27 -2.24
P 2.76 0.07 -1.03
C 4.29 0.17 -0.04
C 2.67 1.57 -2.03
H 0.24 -3.59 -2.93
H 0.03 -1.82 -3.03
H -1.10 -2.80 -2.10
H 1.06 -4.80 -0.41
H -0.26 -4.00 0.47
H 1.41 -3.78 1.02
H 2.73 -3.43 -2.32
H 3.38 -2.83 -0.77
H 2.43 -1.08 -3.12
H 4.10 -1.22 -2.55
H 5.07 0.55 -0.72
H 4.51 -0.99 1.43
H 4.14 0.90 0.76
H 3.55 1.58 -2.68
H 2.69 2.48 -1.43
H 1.78 1.57 -2.65
N -0.33 0.50 -1.37
C -1.28 0.69 -2.00
C -2.42 0.96 -2.79
C -2.35 0.83 -4.18
C -3.47 1.10 -4.94
C -4.65 1.48 -4.31
C -4.72 1.61 -2.93
C -3.61 1.35 -2.15
H -1.42 0.54 -4.66
H -3.43 1.01 -6.01
H -5.53 1.69 -4.91
H -5.64 1.92 -2.46
H -3.64 1.45 -1.08
O 3.64 -0.06 2.72
Se 2.39 -1.01 3.20
O 1.58 -1.46 1.56
O 4.59 -1.09 0.45
O 1.27 -0.06 3.88
*
```

Output
Total energy ... -139996.25664 eV
LUMO ... -6.271 eV
HOMO ... -13.62 eV
Kohn-Sham gap ... 7.35 eV
ΔE to the lowest compared entry with this formula, charge and spin ... 3.138 eV

What is the formula in the second record? C6H15NO3

Copy entry 10 word for word.
C5H14 | ωB97M-V/def2-TZVPD

Geometry as ORCA input:
```
! RIJCOSX wB97M-V def2-TZVPD def2/J DEFGRID3
* xyz 1 2
C 1.16 0.95 0.00
C 2.05 1.34 1.11
C 0.22 2.08 -0.48
H 1.78 0.60 -0.86
H 0.53 0.14 0.39
H 2.96 1.91 0.88
H -0.48 2.41 0.37
H 0.57 3.00 -0.96
H 2.43 0.48 1.75
H 1.29 2.00 1.74
H -0.31 1.70 -1.36
C -1.53 -2.32 -1.07
C -1.52 -1.90 0.45
H -0.57 -2.04 -1.64
H -1.77 -3.31 -1.26
H -2.24 -1.69 -1.61
H -2.02 -0.92 0.52
H -0.52 -1.76 0.92
H -2.05 -2.69 1.11
*
```

Output
Total energy ... -5399.68600 eV
LUMO (alpha / beta) ... -3.095 / -11.364 eV
HOMO (alpha / beta) ... -14.99 / -14.74 eV
Kohn-Sham gap (alpha / beta) ... 11.89 / 3.38 eV
ΔE to the lowest compared entry with this formula, charge and spin ... 1.419 eV

Which of these has the highest total energy? C4H12